one:
Molecular formula: C4H15NO3
Method: DFT, ωB97M-V/def2-TZVPD

The calculation puts the LUMO energy at 0.783 eV. The HOMO-LUMO gap comes out at 10.48 eV. As for the SMILES: C[C@H](O)CCN.O.O. Its charge is 0.

Cartesian coordinates (Å):
O  1.54949  2.40840  -1.13744
O  0.55252  0.77470  1.16934
O  2.38772  -2.27819  -1.26634
N  -2.23672  1.50105  -0.89368
C  0.25637  -1.66964  2.04397
C  -1.59254  0.17618  -0.94385
C  0.06271  -0.55235  0.98406
C  -1.44827  -0.49165  0.37432
H  1.05774  2.57696  -1.88379
H  1.35244  -1.88627  2.33019
H  -0.23925  -1.41307  2.97302
H  0.68900  -0.81744  0.16740
H  -0.05773  -2.65805  1.89300
H  2.91341  -1.65109  -1.68036
H  -1.86756  -1.53706  0.29753
H  0.84034  2.39431  -0.51888
H  -2.74463  1.62624  -0.00061
H  -2.99481  1.59422  -1.46197
H  -0.02745  1.37609  1.63793
H  -2.10026  -0.63945  -1.65938
H  -0.61074  0.39437  -1.33695
H  -2.22714  -0.09222  1.08969
H  2.08624  -1.78943  -0.46651

Atom charges from the Mulliken analysis, given in e for atoms 1 to 5: -0.608, -0.562, -0.619, -0.595, -1.456


two:
Molecular formula: C4H15NO3
Method: DFT, ωB97M-V/def2-TZVPD

The calculation puts the LUMO energy at 0.325 eV. The HOMO-LUMO gap comes out at 8.81 eV. As for the SMILES: C/C=C(/C)N.O.O.O. Its charge is 0.

Cartesian coordinates (Å):
O  -3.07713  -0.86500  -0.61045
O  3.78322  -1.00051  0.19458
O  -0.78065  -2.47330  -0.79719
N  0.59607  -0.43376  0.60693
C  0.51397  0.61922  -1.79348
C  0.20495  0.66255  -0.28743
C  -0.78298  1.49076  0.19837
C  -1.24966  1.79426  1.68346
H  -2.32265  1.93252  1.62247
H  1.58987  -0.58952  0.74208
H  4.61801  -0.53284  0.44246
H  0.27915  -0.10774  1.57243
H  0.07722  -0.29096  -2.35902
H  -0.08729  -1.86052  -0.49667
H  -2.75499  0.06420  -0.51891
H  -1.12547  2.16241  -0.47743
H  0.07542  1.57191  -2.20711
H  -2.39950  -1.59119  -0.41128
H  -0.75529  2.76344  2.02709
H  1.60700  0.67798  -2.02263
H  -1.03008  1.04458  2.44006
H  -0.87113  -3.09660  -0.05541
H  3.89195  -1.94190  0.50708

Atom charges from the Mulliken analysis, given in e for atoms 1 to 5: -0.677, -0.659, -0.739, -0.493, -1.023


Which of them is least stable? Easy: one.


one:
Molecular formula: C8H8O
Method: DFT, ωB97M-V/def2-TZVPD

The calculation puts the LUMO energy at 0.091 eV. The HOMO-LUMO gap comes out at 9.68 eV. As for the SMILES: Cc1ccccc1C=O. Its charge is 0.

Cartesian coordinates (Å):
O  -0.15776  2.87916  0.78699
C  -1.42478  -0.48988  0.80716
C  -1.47429  -1.66351  0.22451
C  1.61175  1.13064  -0.72292
C  -0.37286  1.73113  1.22718
C  -0.52771  -1.98125  -0.72998
C  0.50004  -1.12807  -1.02404
C  0.58919  0.14105  -0.43444
C  -0.38426  0.46290  0.52124
H  -0.48021  -2.80080  -1.34514
H  1.41558  1.89661  -1.19632
H  2.10311  1.34191  0.09277
H  1.18687  -1.33040  -1.61182
H  -2.20094  -2.44135  0.67395
H  -0.63435  1.89672  2.52198
H  -2.28407  -0.34370  1.58500
H  2.53471  0.69884  -1.37612

Atom charges from the Mulliken analysis, given in e for atoms 1 to 5: -0.453, -0.333, -0.428, -1.852, -0.295


two:
Molecular formula: C8H8O
Method: DFT, ωB97M-V/def2-TZVPD

The calculation puts the LUMO energy at 0.953 eV. The HOMO-LUMO gap comes out at 10.14 eV. As for the SMILES: c1ccc2c(c1)COC2. Its charge is 0.

Cartesian coordinates (Å):
O  1.91862  1.29485  0.74654
C  0.21304  0.15173  -0.55545
C  0.04493  -0.19817  0.69478
C  1.54829  1.07281  -0.64819
C  -0.58013  -0.18145  -1.64883
C  -1.62854  -0.97017  -1.36344
C  1.04890  0.51935  1.67562
C  -1.91810  -1.19614  -0.08810
C  -1.14628  -0.89891  0.99094
H  -0.47557  0.36503  -2.67669
H  2.46758  0.62150  -1.13381
H  -2.78989  -1.85814  0.07273
H  1.51099  2.10400  -1.12797
H  -2.31721  -1.30970  -2.18756
H  -1.45897  -1.22542  1.92331
H  0.49714  1.29471  2.40600
H  1.72426  -0.14520  2.40763

Atom charges from the Mulliken analysis, given in e for atoms 1 to 5: -0.372, 0.685, 0.416, -0.554, -0.468


Which of them is least stable? Easy: one.


one:
Molecular formula: C3H2N2S
Method: DFT, ωB97M-V/def2-TZVPD

The calculation puts the LUMO energy at 0.070 eV. The HOMO-LUMO gap comes out at 10.81 eV. As for the SMILES: N#CC(S)C#N. Its charge is 0.

Cartesian coordinates (Å):
S  1.73184  0.25875  -0.60598
N  -1.91262  0.24260  -1.41831
N  -0.07672  -1.28004  2.16096
C  -1.01374  0.18723  -0.70229
C  0.11603  0.42479  0.17941
C  -0.10338  -0.51414  1.29156
H  -0.02688  1.44926  0.52167
H  1.28546  -0.76845  -1.42702

Atom charges from the Mulliken analysis, given in e for atoms 1 to 5: -0.147, -0.345, -0.360, -0.051, 0.332


two:
Molecular formula: C3H2N2S
Method: DFT, ωB97M-V/def2-TZVPD

The calculation puts the LUMO energy (alpha / beta) at -2.511 / -2.495 eV. The HOMO-LUMO gap (alpha / beta) comes out at 6.84 / 6.83 eV. As for the SMILES: N#CN=S.C#C. Its charge is 0.

Cartesian coordinates (Å):
S  1.77584  -1.56343  -0.00310
N  1.86280  -0.03728  -0.20623
N  0.90702  2.14979  0.19466
C  1.32654  1.07672  0.04162
C  -1.36743  -0.84062  0.38953
C  -1.56705  0.02408  -0.40967
H  -1.76286  0.78306  -1.10374
H  -1.17487  -1.59232  1.09693

Atom charges from the Mulliken analysis, given in e for atoms 1 to 5: 0.080, -0.191, -0.394, 0.508, -0.429


Which of them is least stable? Easy: two.


one:
Molecular formula: CH4N2O2
Method: DFT, ωB97M-V/def2-TZVPD

The calculation puts the LUMO energy at 0.744 eV. The HOMO-LUMO gap comes out at 10.12 eV. As for the SMILES: N=C=O.NO. Its charge is 0.

Cartesian coordinates (Å):
O  1.54184  -1.77722  0.36394
O  -0.02152  1.33053  -1.49805
N  1.06394  -0.58124  0.96671
N  -2.21299  0.99854  -0.78700
C  -1.08850  1.21243  -1.11666
H  0.76637  -1.96239  -0.23407
H  1.46824  0.28570  0.40334
H  1.37473  -0.63672  1.96048
H  -2.89212  1.13036  -0.05868

Atom charges from the Mulliken analysis, given in e for atoms 1 to 5: -0.419, -0.398, -0.393, -0.391, 0.513


two:
Molecular formula: CH4N2O2
Method: DFT, ωB97M-V/def2-TZVPD

The calculation puts the LUMO energy at 0.604 eV. The HOMO-LUMO gap comes out at 10.38 eV. As for the SMILES: NC(=O)NO. Its charge is 0.

Cartesian coordinates (Å):
O  -2.17149  0.07269  -0.12088
O  0.01808  1.54416  0.06216
N  1.49252  -0.28647  -0.22678
N  -0.85583  -0.48459  0.19532
C  0.21818  0.30602  0.07132
H  -1.84550  0.95483  -0.28375
H  2.07188  0.55246  -0.07611
H  -0.85835  -1.57441  -0.10827
H  1.93051  -1.08472  0.48698

Atom charges from the Mulliken analysis, given in e for atoms 1 to 5: -0.362, -0.680, -0.561, -0.145, 0.530


three:
Molecular formula: CH4N2O2
Method: DFT, ωB97M-V/def2-TZVPD

The calculation puts the LUMO energy at 0.802 eV. The HOMO-LUMO gap comes out at 10.85 eV. As for the SMILES: NNOC=O. Its charge is 0.

Cartesian coordinates (Å):
O  1.24557  0.69504  -0.32610
O  3.35201  -0.18127  -0.06395
N  -0.88777  -0.30525  -0.21690
N  -0.14236  0.70806  0.21504
C  2.17029  -0.27271  0.07445
H  -0.26874  1.63965  -0.14229
H  1.75177  -1.06328  0.54746
H  -0.99484  -0.54460  -1.21266
H  -0.69674  -1.20249  0.16276

Atom charges from the Mulliken analysis, given in e for atoms 1 to 5: -0.275, -0.426, -0.363, -0.189, 0.180


four:
Molecular formula: CH4N2O2
Method: DFT, ωB97M-V/def2-TZVPD

The calculation puts the LUMO energy at 0.538 eV. The HOMO-LUMO gap comes out at 10.40 eV. As for the SMILES: [H]/N=N/O.C=O. Its charge is 0.

Cartesian coordinates (Å):
O  -0.92311  1.49800  0.55226
O  -0.36062  -1.00426  1.12876
N  -1.26670  1.08686  -0.62605
N  -0.41978  0.36283  -1.21590
C  0.79585  -1.00339  0.63973
H  0.93329  -1.53116  -0.27194
H  1.68064  -0.66807  1.22846
H  0.17089  1.33075  0.79511
H  -0.61045  -0.07156  -2.23042

Atom charges from the Mulliken analysis, given in e for atoms 1 to 5: -0.282, -0.414, 0.072, -0.342, -0.179


Which of them is least stable? Easy: four.